{"formula": "C4H5NO2", "method": "ωB97M-V with the def2-TZVPD basis set", "smiles": "O=C[C@H]1CN1C=O", "largest_force_ha_per_bohr": 0.012, "energy_ha": -360.59343, "orbital_gap_ev": 10.662, "relative_energy_kcal_mol": 47.7, "e_lumo_ev": 0.77, "molar_mass_g_mol": 99.1, "elements": ["O", "C", "C", "C", "N", "C", "O", "H", "H", "H", "H", "H"], "xyz": [[0.900, 1.483, 1.235], [0.255, 1.514, 0.214], [0.205, 0.364, -0.758], [1.056, -0.813, -0.422], [-0.384, -0.893, -0.348], [-1.333, -0.882, 0.655], [-1.952, 0.120, 0.948], [-0.286, 2.421, -0.100], [-0.037, 0.635, -1.781], [1.551, -1.366, -1.218], [1.616, -0.723, 0.505], [-1.590, -1.861, 1.071]], "nbo_charge": [-0.52, 0.43, -0.19, -0.20, -0.43, 0.54, -0.56, 0.13, 0.22, 0.21, 0.23, 0.14]}

***

{"formula": "C4H5NO2", "method": "ωB97M-V with the def2-TZVPD basis set", "smiles": "Nc1cc(O)co1", "largest_force_ha_per_bohr": 0.007, "energy_ha": -360.62612, "orbital_gap_ev": 8.737, "relative_energy_kcal_mol": 27.2, "e_lumo_ev": 0.79, "molar_mass_g_mol": 99.1, "elements": ["N", "C", "C", "C", "O", "C", "O", "H", "H", "H", "H", "H"], "xyz": [[-2.237, -0.208, -0.423], [-0.909, 0.079, -0.112], [0.210, -0.692, -0.163], [1.302, 0.194, 0.103], [2.623, -0.129, 0.150], [0.778, 1.424, 0.310], [-0.589, 1.367, 0.157], [-2.882, -0.206, 0.359], [-2.310, -1.079, -0.933], [0.259, -1.750, -0.379], [2.686, -1.078, 0.310], [1.223, 2.371, 0.575]], "nbo_charge": [-0.83, 0.46, -0.43, 0.22, -0.66, -0.02, -0.41, 0.38, 0.38, 0.22, 0.48, 0.21]}

***

{"formula": "C4H5NO2", "method": "ωB97M-V with the def2-TZVPD basis set", "smiles": "C=NCC(=O)C=O", "largest_force_ha_per_bohr": 0.012, "energy_ha": -360.59702, "orbital_gap_ev": 9.302, "relative_energy_kcal_mol": 45.4, "e_lumo_ev": -0.58, "molar_mass_g_mol": 99.1, "elements": ["C", "N", "C", "C", "O", "C", "O", "H", "H", "H", "H", "H"], "xyz": [[0.830, 2.065, 0.106], [0.682, 0.872, 0.496], [0.533, -0.147, -0.529], [-0.856, -0.702, -0.263], [-1.868, -0.253, -0.747], [-0.964, -1.840, 0.754], [-0.011, -2.485, 1.109], [0.924, 2.352, -0.950], [0.864, 2.861, 0.849], [0.587, 0.238, -1.558], [1.278, -0.933, -0.371], [-1.997, -2.029, 1.104]], "nbo_charge": [-0.04, -0.39, -0.35, 0.49, -0.48, 0.34, -0.47, 0.15, 0.18, 0.19, 0.24, 0.13]}

***

{"formula": "C4H5NO2", "method": "ωB97M-V with the def2-TZVPD basis set", "smiles": "O=CCNC1=CO1", "largest_force_ha_per_bohr": 0.011, "energy_ha": -360.48371, "orbital_gap_ev": 8.626, "relative_energy_kcal_mol": 116.5, "e_lumo_ev": 0.75, "molar_mass_g_mol": 99.1, "elements": ["O", "C", "C", "N", "C", "C", "O", "H", "H", "H", "H", "H"], "xyz": [[0.804, -0.073, 1.933], [0.445, 0.976, 1.456], [-0.494, 1.059, 0.267], [-1.019, -0.233, -0.136], [-0.191, -1.007, -0.897], [0.823, -1.567, -1.407], [-0.389, -1.781, -2.206], [0.775, 1.946, 1.882], [-1.316, 1.747, 0.511], [0.041, 1.507, -0.579], [-1.407, -0.746, 0.654], [1.847, -1.902, -1.495]], "nbo_charge": [-0.51, 0.42, -0.32, -0.62, 0.38, 0.03, -0.58, 0.12, 0.22, 0.24, 0.40, 0.23]}

***

{"formula": "C4H5NO2", "method": "ωB97M-V with the def2-TZVPD basis set", "smiles": "COC#[N+][O-].C#C", "largest_force_ha_per_bohr": 0.013, "energy_ha": -360.41330, "orbital_gap_ev": 9.315, "relative_energy_kcal_mol": 160.7, "e_lumo_ev": 0.30, "molar_mass_g_mol": 99.1, "elements": ["C", "O", "C", "N", "O", "H", "H", "H", "C", "C", "H", "H"], "xyz": [[-0.578, 0.982, -1.973], [0.458, 0.175, -1.380], [0.472, 0.167, -0.067], [0.427, 0.964, 0.863], [0.306, 0.904, 2.087], [-1.552, 0.700, -1.567], [-0.375, 2.036, -1.763], [-0.542, 0.796, -3.048], [0.321, -1.382, 2.252], [0.371, -1.717, 1.071], [0.284, -1.269, 3.314], [0.406, -2.355, 0.210]], "nbo_charge": [-0.25, -0.49, 0.50, 0.02, -0.38, 0.19, 0.19, 0.20, -0.13, -0.36, 0.25, 0.25]}

***

{"formula": "C4H5NO2", "method": "ωB97M-V with the def2-TZVPD basis set", "largest_force_ha_per_bohr": 0.110, "energy_ha": -360.46471, "orbital_gap_ev": [6.761, 7.007], "spin_multiplicity": 3, "relative_energy_kcal_mol": 21.5, "e_lumo_ev": [0.94, -3.50], "molar_mass_g_mol": 99.1, "elements": ["C", "C", "C", "C", "N", "O", "O", "H", "H", "H", "H", "H"], "xyz": [[0.094, 0.289, 0.032], [1.128, 1.589, -0.410], [1.581, -0.367, -1.348], [-1.099, 0.457, 0.985], [0.468, -0.731, -0.624], [1.007, 2.687, 0.065], [2.002, 0.971, -1.217], [2.498, -0.995, -1.038], [1.392, -0.527, -2.446], [-0.954, -0.186, 1.917], [-2.024, 0.203, 0.457], [-1.009, 1.596, 1.055]], "nbo_charge": [0.11, 0.67, 0.07, -0.66, -0.38, -0.41, -0.46, 0.18, 0.18, 0.24, 0.23, 0.25]}

***

{"formula": "C4H5NO2S", "method": "ωB97M-V with the def2-TZVPD basis set", "smiles": "C=C/C(=N\\O)C(=O)S", "largest_force_ha_per_bohr": 0.118, "energy_ha": -758.70716, "orbital_gap_ev": 9.221, "relative_energy_kcal_mol": 108.5, "e_lumo_ev": -0.64, "molar_mass_g_mol": 131.2, "elements": ["C", "C", "C", "N", "O", "C", "O", "S", "H", "H", "H", "H", "H"], "xyz": [[2.862, 0.774, -0.506], [1.746, 0.537, 0.181], [0.271, 0.118, -0.170], [-0.154, -0.572, -1.150], [0.811, -0.301, -2.215], [-0.697, 0.227, 0.811], [-0.326, 0.889, 1.811], [-2.202, -0.653, 0.799], [3.122, 0.677, -1.560], [3.804, 1.019, 0.028], [1.851, 0.519, 1.260], [0.597, -0.886, -2.863], [-2.049, -1.502, -0.259]], "nbo_charge": [-0.33, -0.24, 0.08, -0.07, -0.57, 0.32, -0.53, 0.05, 0.21, 0.20, 0.24, 0.47, 0.17]}

***

{"formula": "C4H5NO2S", "method": "ωB97M-V with the def2-TZVPD basis set", "smiles": "NC1=C(C=O)OCS1", "largest_force_ha_per_bohr": 0.018, "energy_ha": -758.80306, "orbital_gap_ev": 8.457, "relative_energy_kcal_mol": 48.4, "e_lumo_ev": 0.33, "molar_mass_g_mol": 131.2, "elements": ["N", "C", "C", "C", "O", "O", "C", "S", "H", "H", "H", "H", "H"], "xyz": [[-0.448, 2.179, 0.129], [-0.419, 0.807, 0.010], [0.656, -0.017, -0.034], [2.050, 0.384, 0.047], [2.999, -0.379, -0.021], [0.353, -1.351, -0.232], [-0.933, -1.582, 0.272], [-1.918, -0.095, -0.104], [0.283, 2.695, -0.339], [-1.346, 2.612, 0.034], [2.175, 1.475, 0.223], [-1.340, -2.463, -0.236], [-0.889, -1.763, 1.338]], "nbo_charge": [-0.80, 0.05, 0.03, 0.37, -0.53, -0.47, -0.17, 0.23, 0.39, 0.39, 0.10, 0.21, 0.18]}

***

{"formula": "C4H5NO2S", "method": "ωB97M-V with the def2-TZVPD basis set", "smiles": "C=NOCC(=O)C=S", "largest_force_ha_per_bohr": 0.045, "energy_ha": -758.71759, "orbital_gap_ev": 7.844, "relative_energy_kcal_mol": 102.0, "e_lumo_ev": -1.47, "molar_mass_g_mol": 131.2, "elements": ["C", "N", "O", "C", "C", "O", "C", "S", "H", "H", "H", "H", "H"], "xyz": [[2.575, 0.384, 0.340], [1.646, -0.045, -0.424], [0.590, -0.552, 0.280], [-0.448, -0.922, -0.680], [-1.717, -0.495, -0.035], [-2.658, -1.259, 0.146], [-1.771, 0.901, 0.445], [-1.065, 2.201, -0.278], [3.476, 0.771, -0.084], [2.348, 0.370, 1.397], [-0.280, -0.382, -1.647], [-0.409, -2.007, -0.884], [-2.288, 1.037, 1.423]], "nbo_charge": [-0.15, -0.12, -0.40, -0.18, 0.46, -0.48, -0.35, 0.13, 0.20, 0.18, 0.24, 0.22, 0.23]}

***

{"formula": "C4H5NO2S", "method": "ωB97M-V with the def2-TZVPD basis set", "smiles": "CC=C=S.O=C=NO", "largest_force_ha_per_bohr": 0.093, "energy_ha": -758.68382, "orbital_gap_ev": 8.107, "relative_energy_kcal_mol": 123.2, "e_lumo_ev": -0.10, "molar_mass_g_mol": 131.2, "elements": ["C", "C", "C", "S", "H", "H", "H", "H", "O", "C", "N", "O", "H"], "xyz": [[-0.204, 2.255, 0.492], [-0.490, 0.793, 0.494], [-1.630, 0.186, 0.150], [-2.995, -0.547, -0.035], [0.396, 2.621, 1.320], [-1.098, 2.813, 0.559], [0.466, 2.436, -0.473], [0.331, 0.069, 0.697], [0.099, -3.799, 0.500], [0.598, -3.013, -0.140], [0.851, -1.919, -0.618], [1.879, -1.442, -1.363], [1.796, -0.452, -1.582]], "nbo_charge": [-0.61, -0.41, -0.05, 0.15, 0.22, 0.22, 0.21, 0.26, -0.47, 0.80, -0.30, -0.52, 0.50]}

***

{"formula": "C4H5NO2S", "method": "ωB97M-V with the def2-TZVPD basis set", "smiles": "O=C1NOC2(CC2)S1", "largest_force_ha_per_bohr": 0.051, "energy_ha": -758.74976, "orbital_gap_ev": 10.320, "relative_energy_kcal_mol": 81.8, "e_lumo_ev": 0.74, "molar_mass_g_mol": 131.2, "elements": ["O", "C", "N", "O", "C", "C", "C", "S", "H", "H", "H", "H", "H"], "xyz": [[-3.417, -0.318, 0.183], [-2.261, -0.172, 0.001], [-1.501, 1.041, -0.014], [-0.321, 0.823, -0.723], [0.316, -0.267, -0.154], [1.680, -0.494, -0.526], [1.356, -0.023, 0.903], [-1.064, -1.477, -0.240], [-2.052, 1.809, -0.456], [2.079, 0.230, -1.245], [2.159, -1.474, -0.548], [1.516, 1.036, 1.081], [1.510, -0.713, 1.737]], "nbo_charge": [-0.54, 0.52, -0.37, -0.36, 0.12, -0.44, -0.44, 0.18, 0.40, 0.24, 0.24, 0.23, 0.23]}

***

{"formula": "C4H5NO3", "method": "ωB97M-V with the def2-TZVPD basis set", "smiles": "O=C(O)C1=C(O)CN1", "largest_force_ha_per_bohr": 0.125, "energy_ha": -435.77485, "orbital_gap_ev": 8.910, "relative_energy_kcal_mol": 91.4, "e_lumo_ev": 0.63, "molar_mass_g_mol": 115.1, "elements": ["O", "C", "O", "C", "C", "O", "C", "N", "H", "H", "H", "H", "H"], "xyz": [[2.230, 1.065, 1.689], [1.365, 0.257, 1.724], [1.012, -0.544, 2.656], [0.192, 0.116, 0.340], [0.225, 0.437, -0.951], [1.134, 0.978, -1.829], [-1.142, -0.183, -1.202], [-1.038, -0.662, 0.304], [0.199, -1.041, 2.620], [0.778, 0.858, -2.684], [-2.017, 0.220, -1.546], [-0.995, -1.017, -1.991], [-1.943, -0.484, 0.868]], "nbo_charge": [-0.54, 0.84, -0.67, -0.07, 0.23, -0.64, -0.26, -0.65, 0.52, 0.48, 0.21, 0.19, 0.37]}

***

{"formula": "C4H5NO3", "method": "ωB97M-V with the def2-TZVPD basis set", "largest_force_ha_per_bohr": 0.031, "energy_ha": -435.91382, "orbital_gap_ev": 11.130, "relative_energy_kcal_mol": 4.2, "e_lumo_ev": 0.71, "molar_mass_g_mol": 115.1, "elements": ["C", "C", "C", "C", "N", "O", "O", "O", "H", "H", "H", "H", "H"], "xyz": [[-0.080, 0.300, 0.684], [0.871, 1.171, -0.130], [1.803, -0.052, -0.032], [-1.385, -0.095, 0.000], [-1.412, -1.357, -0.456], [0.942, -0.800, 0.694], [2.903, -0.295, -0.399], [-2.281, 0.709, -0.118], [-0.275, 0.635, 1.704], [-2.248, -1.705, -0.893], [-0.640, -1.977, -0.275], [0.549, 1.405, -1.141], [1.252, 2.061, 0.362]], "nbo_charge": [0.00, -0.54, 0.80, 0.64, -0.81, -0.51, -0.53, -0.60, 0.22, 0.41, 0.42, 0.25, 0.25]}

***

{"formula": "C4H5NO3", "method": "ωB97M-V with the def2-TZVPD basis set", "smiles": "[H]/N=C(/C)C(=O)OC=O", "largest_force_ha_per_bohr": 0.074, "energy_ha": -435.82920, "orbital_gap_ev": 9.020, "relative_energy_kcal_mol": 57.3, "e_lumo_ev": -0.87, "molar_mass_g_mol": 115.1, "elements": ["H", "N", "C", "C", "C", "O", "O", "C", "O", "H", "H", "H", "H"], "xyz": [[0.410, 1.330, 0.949], [-0.566, 1.248, 0.410], [-0.729, 0.139, -0.119], [-1.806, -0.194, -1.096], [0.375, -1.092, 0.051], [0.136, -2.136, -0.472], [1.351, -0.799, 0.888], [2.035, 0.650, 1.076], [2.607, 1.179, 0.187], [-2.435, -0.967, -0.661], [-2.392, 0.690, -1.329], [-1.368, -0.611, -2.001], [2.382, 0.563, 2.118]], "nbo_charge": [0.30, -0.53, 0.21, -0.67, 0.75, -0.54, -0.57, 0.57, -0.44, 0.24, 0.23, 0.25, 0.20]}

***

{"formula": "C4H5NO3", "method": "ωB97M-V with the def2-TZVPD basis set", "smiles": "N/C=C(\\O)C(O)=C=O", "largest_force_ha_per_bohr": 0.103, "energy_ha": -435.75478, "orbital_gap_ev": 7.932, "relative_energy_kcal_mol": 104.0, "e_lumo_ev": 0.43, "molar_mass_g_mol": 115.1, "elements": ["N", "C", "C", "O", "C", "O", "C", "O", "H", "H", "H", "H", "H"], "xyz": [[-1.652, -0.286, -0.188], [-0.421, 0.370, 0.115], [0.838, -0.276, -0.007], [0.845, -1.679, 0.059], [2.350, 0.226, 0.029], [2.397, 1.641, 0.121], [3.631, -0.347, 0.032], [4.733, -0.611, -0.152], [-1.699, -1.203, -0.600], [-2.349, 0.262, -0.462], [-0.575, 1.406, -0.239], [-0.030, -1.997, 0.340], [1.896, 1.972, -0.725]], "nbo_charge": [-0.83, -0.14, 0.24, -0.70, -0.06, -0.68, 0.69, -0.41, 0.37, 0.37, 0.20, 0.48, 0.47]}

***

{"formula": "C4H5NO3", "method": "ωB97M-V with the def2-TZVPD basis set", "largest_force_ha_per_bohr": 0.011, "energy_ha": -435.78469, "orbital_gap_ev": [7.732, 7.731], "relative_energy_kcal_mol": 85.2, "e_lumo_ev": [-0.31, -0.31], "molar_mass_g_mol": 115.1, "elements": ["C", "C", "N", "C", "C", "O", "O", "O", "H", "H", "H", "H", "H"], "xyz": [[0.969, -0.606, -0.295], [-0.737, -1.077, 0.868], [0.623, -0.883, -1.581], [-0.161, 1.068, 0.591], [-1.125, 0.186, 1.154], [-0.628, 2.143, -0.061], [2.096, -0.653, 0.138], [-0.937, -2.236, 0.767], [0.093, 2.755, -0.266], [-0.348, -0.979, -1.826], [1.299, -1.352, -2.172], [0.856, 1.153, 0.960], [-2.001, 0.481, 1.723]], "nbo_charge": [0.52, 0.64, -0.84, 0.28, -0.57, -0.64, -0.62, -0.50, 0.49, 0.40, 0.39, 0.21, 0.24]}

***

{"formula": "C4H5NO3", "method": "ωB97M-V with the def2-TZVPD basis set", "largest_force_ha_per_bohr": 0.178, "energy_ha": -435.68995, "orbital_gap_ev": 6.806, "relative_energy_kcal_mol": 144.7, "e_lumo_ev": -2.19, "molar_mass_g_mol": 115.1, "elements": ["C", "C", "C", "C", "H", "H", "H", "H", "H", "N", "O", "O", "O"], "xyz": [[-1.385, 0.315, -0.057], [0.000, -0.510, 0.329], [0.689, -0.868, -0.817], [1.973, -1.180, -0.821], [0.172, 0.784, 1.583], [-2.400, 2.059, 0.396], [-0.054, -0.947, -1.749], [2.674, -0.809, -0.072], [2.475, -1.585, -1.727], [-1.727, 1.228, 0.733], [-0.652, 1.837, 1.663], [-2.119, 0.170, -1.036], [0.355, -0.494, 1.577]], "nbo_charge": [0.53, 0.54, -0.39, -0.16, 0.49, 0.42, 0.29, 0.22, 0.21, -0.32, -0.63, -0.63, -0.57]}

***

{"formula": "C4H5NO3", "method": "ωB97M-V with the def2-TZVPD basis set", "largest_force_ha_per_bohr": 0.139, "energy_ha": -435.69163, "orbital_gap_ev": 7.884, "relative_energy_kcal_mol": 143.6, "e_lumo_ev": 0.14, "molar_mass_g_mol": 115.1, "elements": ["C", "C", "C", "C", "H", "H", "H", "H", "H", "N", "O", "O", "O"], "xyz": [[-1.024, -0.103, -0.010], [-0.565, -1.410, -0.155], [0.766, -1.301, -0.155], [0.009, 0.765, 0.188], [-2.763, -0.402, 0.728], [-1.369, -2.257, -0.037], [1.592, -1.879, -0.215], [2.627, 1.259, 0.248], [-0.750, 2.632, -0.355], [1.131, -0.070, 0.184], [-2.291, 0.415, -0.142], [2.518, 0.242, -0.131], [0.119, 2.109, -0.149]], "nbo_charge": [0.13, -0.35, -0.06, 0.31, 0.46, 0.23, 0.22, 0.49, 0.52, -0.06, -0.65, -0.53, -0.72]}

***

{"formula": "C4H5NO3S", "method": "ωB97M-V with the def2-TZVPD basis set", "smiles": "C#CC(=O)NS(C)(=O)=O", "largest_force_ha_per_bohr": 0.067, "energy_ha": -833.97627, "orbital_gap_ev": 10.892, "relative_energy_kcal_mol": 62.2, "e_lumo_ev": -0.05, "molar_mass_g_mol": 147.2, "elements": ["C", "C", "C", "O", "N", "S", "C", "O", "O", "H", "H", "H", "H", "H"], "xyz": [[-3.053, -2.022, 0.338], [-2.382, -1.035, 0.214], [-1.219, -0.200, 0.226], [-1.171, 0.784, 0.870], [-0.103, -0.507, -0.527], [1.331, -0.981, 0.108], [1.961, 0.479, 0.968], [2.136, -1.115, -1.045], [1.092, -1.972, 1.102], [-3.781, -2.696, 0.444], [-0.180, -1.132, -1.350], [2.880, 0.053, 1.440], [2.289, 1.236, 0.216], [1.213, 0.886, 1.606]], "nbo_charge": [-0.09, -0.13, 0.62, -0.50, -0.90, 2.32, -0.87, -0.94, -0.92, 0.22, 0.42, 0.25, 0.25, 0.26]}

***

{"formula": "C4H5NO3S", "method": "ωB97M-V with the def2-TZVPD basis set", "largest_force_ha_per_bohr": 0.077, "energy_ha": -833.92601, "orbital_gap_ev": 8.423, "relative_energy_kcal_mol": 93.7, "e_lumo_ev": 0.40, "molar_mass_g_mol": 147.2, "elements": ["C", "C", "C", "C", "N", "O", "O", "O", "S", "H", "H", "H", "H", "H"], "xyz": [[0.300, 1.447, -0.460], [-0.758, -2.093, -0.105], [1.149, 0.481, 0.243], [-2.123, 1.870, 0.096], [-0.944, 1.769, -0.108], [-0.876, -1.895, 1.058], [0.250, -1.699, -0.881], [2.038, -1.900, 0.760], [1.753, -1.200, -0.455], [0.567, 2.005, -1.378], [-1.510, -2.682, -0.828], [2.070, 1.013, 0.239], [0.573, 0.198, 1.139], [-2.488, 2.686, 0.679]], "nbo_charge": [-0.12, 0.66, -0.66, 0.02, -0.28, -0.54, -0.74, -0.92, 1.54, 0.21, 0.13, 0.23, 0.28, 0.18]}